1.
This record from the Open Molecules 2025 dataset describes 3 unconnected molecules or ions with the total composition C53H41BBrCl2NO8. The level of theory is ωB97M-V/def2-TZVPD.

The geometry in XYZ format:
```
107
Properties=species:S:1:pos:R:3:forces:R:3
C -8.6819 1.9414 -0.6960 0.1 0.1 0.0
C -9.0227 2.4437 0.7055 0.1 0.2 -0.1
O -7.9176 3.1217 1.3466 -0.1 -0.3 0.1
B -7.0846 2.2703 2.0427 0.0 0.1 0.0
O -7.2545 2.0836 3.3862 0.2 0.2 0.0
C -5.9424 1.4229 1.3644 0.0 -0.3 0.1
C -5.8591 0.0593 1.6511 0.1 0.0 -0.2
C -4.8620 -0.7085 1.0724 0.0 0.1 -0.1
C -3.9543 -0.1352 0.1716 -0.2 0.2 0.2
C -4.0169 1.2299 -0.1376 -0.1 -0.2 0.0
C -3.0202 1.8666 -1.0732 0.0 0.2 0.0
C -3.2058 1.5058 -2.5375 -0.1 -0.2 0.0
C -1.9700 1.2120 -3.3484 0.2 0.1 0.1
N -4.3855 1.5021 -2.9982 0.0 -0.1 0.0
C -5.0052 1.9956 0.4995 0.0 -0.1 -0.2
C -5.0544 3.4708 0.3224 0.2 0.2 0.3
Cl -5.7108 4.0617 -1.1502 0.0 0.1 -0.2
C -4.6158 4.2857 1.2854 -0.1 -0.1 -0.1
C -4.0008 3.8346 2.5771 0.1 0.1 0.0
Cl -4.7326 6.0021 1.1131 -0.1 0.1 0.0
C -2.8980 -1.0375 -0.3681 -0.1 0.0 0.0
O -2.4543 -0.9592 -1.4902 0.3 0.2 0.0
C -2.4092 -2.0653 0.5879 -0.1 -0.2 0.2
C -1.0804 -2.4645 0.5838 -0.1 -0.1 0.0
C -0.6481 -3.3887 1.5172 -0.1 -0.1 0.0
C -1.5251 -3.9411 2.4551 0.0 0.0 -0.2
C -1.0258 -4.9279 3.4866 0.0 0.4 0.0
C 0.3058 -4.4884 4.0773 0.1 0.1 0.2
C 0.2732 -3.0763 4.6667 0.1 0.0 0.1
Br 0.8261 -5.7849 5.4637 0.0 -0.1 -0.1
C -2.8671 -3.5688 2.4251 0.1 0.1 -0.3
C -3.3054 -2.6264 1.4986 0.3 0.0 0.0
C -4.7173 -2.1479 1.4507 0.0 0.0 0.0
O -5.6599 -2.8576 1.7109 0.0 0.1 0.3
H -8.9470 0.8936 -0.8201 0.0 0.0 0.0
H -9.2001 2.5226 -1.4557 0.0 0.0 -0.1
H -7.6135 2.0453 -0.8833 -0.1 -0.1 0.0
H -9.8274 3.1738 0.6743 -0.1 0.0 0.0
H -9.3562 1.6197 1.3414 0.0 0.0 0.1
H -7.8858 2.7171 3.7469 -0.2 -0.1 0.0
H -6.5545 -0.4101 2.3344 0.0 0.0 0.0
H -3.1269 2.9504 -1.0117 0.0 0.1 0.0
H -2.0006 1.6508 -0.7540 0.0 -0.2 0.0
H -2.0729 0.2488 -3.8416 -0.1 0.0 -0.1
H -1.0807 1.1607 -2.7248 0.0 0.0 0.0
H -1.7970 1.9900 -4.0918 -0.1 0.0 -0.1
H -4.3720 1.2665 -3.9902 0.0 0.0 0.0
H -3.3164 4.5998 2.9355 0.0 0.0 0.0
H -3.4390 2.9121 2.4456 -0.1 -0.1 0.0
H -4.7569 3.6785 3.3471 0.0 0.0 0.0
H -0.3982 -2.0474 -0.1440 0.0 0.0 0.0
H 0.3932 -3.6843 1.5170 0.0 0.0 0.0
H -0.9427 -5.9209 3.0473 0.0 -0.1 0.1
H -1.7455 -4.9570 4.3052 -0.1 -0.2 0.0
H 1.1035 -4.5620 3.3448 0.0 -0.1 0.0
H 0.6675 -3.0546 5.6784 0.0 0.0 0.0
H 0.8873 -2.4020 4.0710 -0.1 0.0 -0.1
H -0.7387 -2.6753 4.6950 -0.1 0.0 0.0
H -3.5775 -3.9854 3.1267 0.0 0.0 0.0
C 7.7668 -1.8360 -1.6261 0.0 -0.1 0.0
C 6.8481 -0.9465 -1.0791 0.2 -0.2 0.0
C 5.9277 -1.3875 -0.1440 0.1 -0.2 0.0
C 5.9154 -2.7220 0.2432 0.1 -0.1 0.0
C 6.8276 -3.6178 -0.3181 -0.1 0.0 0.0
C 7.7567 -3.1678 -1.2476 0.0 0.1 -0.1
C 6.8132 -5.0645 0.0484 0.0 -0.1 0.0
O 7.6085 -5.8407 -0.4354 0.0 0.0 0.0
C 5.7800 -5.5230 1.0208 0.0 0.0 0.0
C 5.7023 -6.8744 1.3379 -0.1 -0.1 0.0
C 4.7476 -7.3211 2.2372 0.0 0.1 0.0
C 3.8784 -6.4165 2.8377 -0.1 0.0 0.0
C 3.9567 -5.0699 2.5281 -0.1 -0.1 0.0
C 4.8958 -4.6182 1.6112 0.1 0.0 0.0
C 4.9226 -3.1702 1.2606 0.0 0.0 0.0
O 4.1535 -2.3843 1.7752 0.0 0.0 0.0
H 8.4895 -1.4884 -2.3523 0.0 0.0 0.0
H 6.8529 0.0917 -1.3843 0.3 -0.3 -0.1
H 5.2104 -0.7074 0.2958 0.0 -0.4 0.2
H 8.4619 -3.8704 -1.6692 0.0 -0.1 0.0
H 6.3878 -7.5654 0.8674 0.0 0.0 0.0
H 4.6793 -8.3748 2.4724 0.0 0.0 0.0
H 3.1271 -6.7584 3.5378 0.0 0.0 0.0
H 3.2852 -4.3569 2.9869 0.1 0.1 0.0
C 4.8682 1.3636 -1.0461 -0.1 0.3 0.1
C 3.5473 0.9465 -1.1719 0.0 0.1 0.0
C 2.6518 1.6951 -1.9167 0.0 -0.1 0.0
C 3.0707 2.8684 -2.5331 0.0 0.1 0.0
C 4.3937 3.2918 -2.3969 0.0 0.0 0.0
C 5.2916 2.5317 -1.6573 -0.1 -0.1 0.1
C 4.8651 4.5632 -3.0192 0.0 0.0 0.0
O 6.0174 4.9235 -2.9090 0.0 0.0 0.0
C 3.8699 5.3767 -3.7744 0.0 0.0 0.0
C 4.2689 6.5882 -4.3246 0.0 0.1 -0.1
C 3.3627 7.3547 -5.0370 0.0 0.0 0.0
C 2.0552 6.9124 -5.2084 0.0 0.0 0.0
C 1.6512 5.7072 -4.6602 0.0 0.1 0.0
C 2.5543 4.9376 -3.9373 0.0 0.0 0.0
C 2.0905 3.6546 -3.3366 -0.1 0.0 0.0
O 0.9523 3.2647 -3.4889 0.0 0.0 0.0
H 5.5681 0.7771 -0.4640 -0.5 0.8 -0.1
H 3.2189 0.0367 -0.6863 0.0 0.0 0.0
H 1.6230 1.3810 -2.0270 0.0 0.0 0.0
H 6.3144 2.8692 -1.5639 0.0 0.1 0.0
H 5.2888 6.9191 -4.1868 0.0 0.0 0.0
H 3.6739 8.2999 -5.4616 0.0 0.0 0.0
H 1.3504 7.5116 -5.7693 0.0 0.0 0.0
H 0.6371 5.3535 -4.7834 0.0 0.0 0.0
```
Forces are in eV/Å.

largest force on an atom	0.9	eV/Å
charge	0
SMILES	[H]/N=C(\C)Cc1c2c(cc(B(O)OCC)c1/C(Cl)=C(\C)Cl)C(=O)c1cc(C[C@@H](C)Br)ccc1C2=O.O=C1c2ccccc2C(=O)c2ccccc21.O=C1c2ccccc2C(=O)c2ccccc21

---

2.
This record from the Open Molecules 2025 dataset describes a molecular structure, C25H30CaClF6N5O5S7. The level of theory is ωB97M-V/def2-TZVPD.

The geometry in XYZ format:
```
80
Properties=species:S:1:pos:R:3:forces:R:3
Ca 0.5895 -0.4068 0.1346 -3.6 -4.2 0.4
F 4.1741 -0.9433 -1.8145 0.0 0.0 0.1
C 3.3419 0.0552 -2.0869 -0.2 0.0 -0.1
F 2.2784 -0.4278 -2.7274 0.1 0.0 0.0
F 3.9511 0.9362 -2.8558 0.0 0.1 0.0
S 2.8257 0.8475 -0.4831 2.7 0.8 -1.3
O 2.7037 -0.2777 0.4284 1.0 -0.2 0.3
O 3.7968 1.8417 -0.2072 0.2 0.0 0.1
N 1.3841 1.3529 -0.9112 0.5 0.9 -0.7
S 0.7264 2.3015 0.1790 -0.2 2.9 0.5
O -0.6850 2.0807 0.2656 0.0 -0.4 -0.4
O 1.4959 2.3157 1.3835 0.1 0.2 0.1
C 0.9203 3.9698 -0.6038 -0.1 -0.1 -0.2
F 2.1930 4.3347 -0.5943 -0.1 -0.1 0.0
F 0.1970 4.8635 0.0570 0.0 -0.1 0.1
F 0.4883 3.9003 -1.8649 0.0 0.1 0.1
C -4.8401 -1.1456 -0.5922 0.1 0.0 0.0
C -3.9443 0.0948 -0.4731 -0.4 0.0 0.1
C -2.5643 -0.2127 -0.7918 0.2 -0.2 -0.2
N -1.4884 -0.5212 -1.0384 -0.3 0.3 -0.3
H -5.8684 -0.8731 -0.3634 0.0 0.0 0.0
H -4.5197 -1.9195 0.1033 0.0 0.0 0.0
H -4.8056 -1.5490 -1.6026 0.0 0.0 0.0
H -3.9667 0.4852 0.5462 0.0 0.1 0.0
H -4.2837 0.8875 -1.1409 0.0 0.0 0.0
C 2.6080 -3.6457 -0.4393 -0.2 0.1 -0.2
S 1.2475 -3.1013 -1.5306 0.1 -0.1 0.3
C -0.0104 -4.1633 -0.9152 0.0 0.1 -0.2
C -0.7243 -3.9243 0.2046 -0.1 -0.1 0.0
S -0.6173 -2.5749 1.2673 0.0 -0.4 0.6
S -1.8510 -5.2045 0.6314 0.1 0.0 -0.3
C -1.5274 -6.2806 -0.7034 0.1 0.2 0.0
S -2.2784 -7.7146 -0.9111 -0.1 -0.1 0.0
S -0.3173 -5.6591 -1.7784 -0.1 0.0 0.2
H 3.5324 -3.2319 -0.8355 0.0 0.0 0.1
H 2.6498 -4.7317 -0.4573 0.0 0.0 0.0
H 2.4221 -3.2878 0.5714 0.1 -0.1 0.1
C 0.0574 -3.2700 5.7023 0.2 0.0 0.0
C 1.0783 -2.7489 6.7196 0.0 0.1 0.1
C 1.9371 -3.9401 7.1751 0.0 0.1 -0.1
C 0.2800 -2.2386 7.9327 0.0 0.0 -0.1
C 2.0146 -1.6135 6.1783 -0.1 -0.1 -0.3
O 2.7597 -1.0710 7.2766 0.1 0.1 0.1
C 3.1132 -2.0473 5.1668 -0.1 0.1 -0.1
C 2.8423 -2.8312 3.8576 0.1 0.0 0.1
C 3.2342 -4.2941 3.9027 -0.1 0.0 -0.1
C 2.3420 -5.2933 3.5273 0.1 0.1 0.0
C 2.7081 -6.6315 3.5451 0.0 -0.1 0.0
C 3.9873 -6.9784 3.9448 -0.1 0.1 0.0
Cl 4.4513 -8.6478 3.9992 0.0 -0.1 0.0
C 4.9046 -6.0015 4.3004 0.0 0.0 0.0
C 4.5242 -4.6698 4.2714 0.0 0.0 0.0
C 1.3116 -0.2875 5.7522 0.2 -0.1 0.3
N 0.6372 -0.1633 4.4743 0.2 -0.4 -0.3
C 1.1643 -0.0585 3.2531 -0.2 0.1 0.1
N 0.1988 0.0669 2.3575 0.0 0.1 0.9
C -0.9327 0.0447 3.1108 0.2 -0.1 0.0
N -0.7064 -0.0948 4.3918 -0.3 0.0 0.2
H -0.5157 -4.0709 6.1747 0.0 0.0 0.0
H 0.5238 -3.6883 4.8142 0.0 0.0 0.0
H -0.6447 -2.4987 5.4034 -0.1 0.1 -0.1
H 1.2879 -4.6985 7.6139 0.0 0.0 0.0
H 2.6711 -3.6645 7.9385 0.0 -0.1 0.0
H 2.4589 -4.4020 6.3380 0.1 0.0 0.0
H -0.2074 -3.0860 8.4169 0.0 0.0 0.0
H -0.5063 -1.5470 7.6250 0.0 0.0 0.0
H 0.9131 -1.7414 8.6656 0.0 0.0 0.0
H 3.1691 -1.7952 7.7598 0.0 0.0 0.0
H 3.8337 -2.6238 5.7496 0.0 0.1 0.0
H 3.6220 -1.1112 4.9203 0.1 0.0 0.0
H 3.4579 -2.3686 3.0779 -0.1 0.0 0.0
H 1.8122 -2.7527 3.5217 -0.1 0.1 -0.1
H 1.3462 -5.0207 3.2029 -0.1 0.0 0.0
H 1.9997 -7.3973 3.2559 0.0 0.0 0.0
H 5.9077 -6.2822 4.5916 0.0 0.0 0.0
H 5.2528 -3.9096 4.5313 0.0 0.0 0.0
H 2.1075 0.4564 5.7802 -0.1 0.1 0.0
H 0.5846 -0.0236 6.5140 0.0 0.1 -0.1
H 2.2195 -0.0285 3.0376 0.0 -0.1 0.1
H -1.9197 0.1284 2.6904 0.0 0.0 0.1
```
Forces are in eV/Å.

largest force on an atom	5.5	eV/Å
ΔE to the lowest compared entry with this formula, charge and spin	195.01	kJ/mol
charge	0

---

3.
This record from the Open Molecules 2025 dataset describes a gas-phase ion, C3H8NO2Si (charge -1). The level of theory is ωB97M-V/def2-TZVPD.

The geometry in XYZ format:
```
15
Properties=species:S:1:pos:R:3:forces:R:3
C -3.0678 -0.0853 -0.2096 2.0 0.2 1.4
C 0.0809 0.2848 1.7070 1.1 -0.1 -0.3
C 1.0788 -1.3006 -0.7768 -1.1 -1.9 0.3
N -3.3452 0.7678 -1.1372 -0.5 0.0 -0.1
O -3.4900 -0.4019 0.9060 -0.6 -0.1 -0.5
O -1.6891 -0.7330 -0.4407 -1.1 -0.4 -0.3
Si -0.2586 -0.0712 -0.1251 0.0 1.2 -1.0
H 0.0953 1.3197 2.0968 0.8 -0.3 -0.6
H -0.7365 -0.0707 2.2607 -1.5 -1.0 0.6
H 0.9409 -0.3790 1.9924 -0.4 1.1 0.1
H 0.4382 -2.1993 -1.2001 1.3 1.8 0.5
H 1.7553 -0.9238 -1.5587 -0.3 -0.1 0.3
H 1.6861 -1.7751 0.0553 -0.5 0.7 -0.9
H -4.1940 1.2545 -0.8181 0.2 -0.3 -0.2
H -0.2795 1.2380 -0.9631 0.5 -0.7 0.6
```
Forces are in eV/Å.

largest force on an atom	2.5	eV/Å
ΔE to the lowest compared entry with this formula, charge and spin	0.00	kJ/mol
charge	-1
SMILES	[H]/N=C(\[O-])O[SiH](C)C

---

no.,E_tot (Ha)
1,-6220.33860
2,-6145.02272
3,-613.92137